{
  "formula": "C31H43FeN2P2S5",
  "method": "ωB97M-V/def2-TZVPD",
  "species": ["Fe", "C", "C", "C", "C", "C", "C", "C", "C", "C", "C", "H", "H", "H", "H", "H", "H", "H", "H", "H", "H", "H", "H", "H", "H", "H", "C", "P", "C", "N", "C", "C", "C", "C", "C", "C", "N", "C", "P", "C", "C", "C", "C", "C", "C", "C", "C", "C", "H", "H", "H", "H", "H", "H", "H", "H", "H", "H", "H", "H", "H", "H", "H", "H", "H", "H", "H", "H", "H", "H", "H", "H", "H", "H", "H", "H", "S", "C", "S", "C", "C", "S", "S", "S"],
  "xyz": [[1.278, -0.065, 0.172], [3.879, 0.063, 0.224], [3.637, -1.257, -0.223], [3.107, -1.182, -1.540], [2.962, 0.181, -1.879], [3.444, 0.958, -0.788], [3.790, 2.412, -0.835], [2.607, 0.686, -3.246], [2.926, -2.332, -2.481], [4.130, -2.496, 0.459], [4.696, 0.455, 1.416], [3.850, 2.821, 0.169], [3.057, 2.975, -1.408], [4.769, 2.551, -1.303], [3.437, 0.533, -3.944], [2.387, 1.750, -3.221], [1.740, 0.161, -3.649], [2.030, -2.903, -2.245], [3.777, -3.013, -2.429], [2.844, -1.967, -3.502], [5.189, -2.635, 0.226], [3.591, -3.379, 0.123], [4.030, -2.417, 1.541], [4.287, 1.335, 1.911], [5.712, 0.694, 1.088], [4.752, -0.356, 2.138], [-0.673, -1.968, -2.269], [-0.378, -1.547, -0.486], [-1.934, -0.577, -0.380], [-3.071, -1.192, -0.585], [-4.191, -0.439, -0.686], [-5.436, -1.054, -0.877], [-6.560, -0.281, -1.043], [-6.475, 1.112, -1.035], [-5.267, 1.741, -0.853], [-4.107, 0.977, -0.669], [-2.908, 1.590, -0.537], [-1.853, 0.838, -0.349], [-0.200, 1.632, -0.378], [-0.374, 2.135, -2.148], [-0.422, 3.311, 0.480], [-0.653, 3.049, 1.964], [-1.563, 4.158, -0.077], [0.903, 4.053, 0.307], [-0.731, -3.217, 0.334], [0.513, -4.067, 0.068], [-0.861, -2.982, 1.834], [-1.980, -3.922, -0.182], [-1.729, -2.193, -2.419], [-0.058, -2.810, -2.577], [-0.399, -1.099, -2.869], [-5.476, -2.134, -0.895], [-7.522, -0.755, -1.180], [-7.373, 1.698, -1.169], [-5.181, 2.817, -0.850], [-1.335, 2.624, -2.299], [-0.335, 1.237, -2.762], [0.443, 2.791, -2.431], [-1.586, 2.510, 2.116], [-0.700, 3.989, 2.515], [0.162, 2.454, 2.375], [-2.482, 3.580, -0.086], [-1.345, 4.501, -1.086], [-1.699, 5.032, 0.559], [1.718, 3.449, 0.698], [0.879, 4.997, 0.850], [1.101, 4.271, -0.740], [1.403, -3.514, 0.367], [0.601, -4.326, -0.987], [0.474, -4.995, 0.638], [0.030, -2.494, 2.227], [-0.989, -3.927, 2.362], [-1.719, -2.350, 2.048], [-1.857, -4.238, -1.216], [-2.836, -3.258, -0.116], [-2.173, -4.806, 0.426], [-0.508, 0.003, 7.949], [-0.490, 0.007, 6.306], [-1.921, 0.066, 5.331], [-1.138, 0.033, 3.740], [0.231, -0.025, 3.756], [1.324, -0.093, 2.441], [0.969, -0.045, 5.363], [-2.172, 0.078, 2.408]],
  "atomic_forces_ev_per_a": [[2.44, -0.09, 0.06], [-0.45, 0.07, -0.10], [-0.14, 0.13, -0.20], [-0.05, 0.11, 0.37], [-0.10, -0.02, 0.18], [-0.17, -0.29, 0.01], [-0.06, -0.27, 0.02], [0.06, -0.10, 0.18], [-0.15, 0.11, 0.28], [-0.06, 0.24, -0.08], [-0.18, -0.02, -0.18], [-0.04, 0.19, 0.07], [-0.02, 0.21, -0.02], [0.03, 0.09, -0.06], [-0.02, 0.05, -0.05], [-0.06, 0.09, -0.09], [-0.07, 0.06, -0.12], [-0.04, -0.22, -0.10], [0.02, -0.05, -0.03], [-0.05, -0.08, -0.13], [0.09, -0.16, 0.07], [-0.01, -0.12, 0.01], [-0.04, -0.08, 0.05], [-0.01, -0.01, 0.13], [0.10, 0.01, 0.09], [-0.02, 0.03, 0.12], [0.32, 0.17, 0.10], [-1.22, -1.46, -0.52], [-0.69, -0.66, -0.11], [0.50, 0.24, -0.01], [0.00, 0.67, 0.02], [-0.34, 0.09, -0.07], [0.13, -0.57, 0.05], [0.19, 0.51, 0.08], [-0.39, -0.07, -0.06], [-0.09, -0.68, -0.01], [0.43, -0.36, -0.04], [-0.57, 0.77, -0.07], [-1.05, 1.65, -0.44], [0.25, -0.18, 0.15], [0.19, -0.10, 0.21], [0.01, -0.08, -0.03], [-0.03, -0.14, 0.01], [-0.04, -0.30, -0.10], [0.21, 0.07, 0.20], [0.00, 0.27, -0.13], [0.02, 0.08, 0.04], [0.00, 0.14, 0.00], [0.10, -0.04, 0.04], [0.02, -0.01, -0.06], [0.01, -0.05, -0.08], [-0.02, -0.08, 0.02], [-0.06, -0.05, -0.02], [-0.05, 0.06, -0.02], [0.01, 0.11, 0.02], [0.03, 0.04, 0.03], [0.07, 0.00, -0.10], [0.07, 0.07, -0.12], [0.02, -0.02, 0.12], [0.04, 0.19, -0.06], [-0.05, -0.08, 0.11], [0.03, 0.29, -0.02], [-0.04, 0.10, -0.15], [0.11, 0.14, 0.08], [0.18, 0.01, 0.07], [-0.07, 0.08, 0.08], [0.10, 0.08, -0.13], [0.17, -0.06, 0.05], [0.07, -0.06, -0.11], [-0.08, -0.05, 0.09], [-0.01, 0.08, 0.09], [0.01, -0.23, -0.08], [0.01, 0.03, 0.11], [-0.06, -0.08, -0.18], [-0.01, -0.25, -0.01], [0.11, -0.14, 0.06], [0.03, 0.00, 0.44], [0.10, 0.00, -0.54], [0.80, -0.03, -0.14], [0.73, -0.03, 0.61], [-1.31, 0.05, 0.67], [1.31, -0.06, -0.03], [-0.54, 0.00, -0.03], [-0.66, 0.01, -0.55]],
  "lowdin_spin": [3.44, 0.03, 0.05, 0.06, 0.04, 0.04, 0.00, 0.00, 0.01, 0.00, 0.00, 0.00, 0.00, 0.00, 0.00, 0.00, 0.00, 0.00, 0.00, 0.00, 0.00, 0.00, 0.00, 0.00, 0.00, 0.00, 0.01, 0.02, 0.00, 0.00, 0.00, 0.00, 0.00, 0.00, 0.00, 0.00, 0.00, 0.00, 0.03, 0.01, 0.01, 0.00, 0.00, 0.00, 0.01, 0.00, 0.00, 0.00, 0.00, 0.00, 0.00, 0.00, 0.00, 0.00, 0.00, 0.00, 0.00, 0.00, 0.00, 0.00, 0.00, 0.00, 0.00, 0.00, 0.00, 0.00, 0.00, 0.00, 0.00, 0.00, 0.00, 0.00, 0.00, 0.00, 0.00, 0.00, 0.00, 0.00, 0.01, 0.03, 0.02, 0.13, 0.00, 0.03],
  "spin_multiplicity": 5,
  "total_energy_ev": -142969.1915,
  "charge": -1,
  "s2": 6.04,
  "lumo_energy_ev": [1.740, 1.714],
  "max_force_ev_per_a": 2.440,
  "de_lowest_kcal_mol": 18.41,
  "gap_ev": [5.27, 5.37]
}

{
  "formula": "C31H43N3O4SW",
  "method": "ωB97M-V/def2-TZVPD",
  "species": ["W", "C", "C", "C", "C", "C", "C", "H", "H", "H", "H", "H", "H", "O", "C", "O", "C", "C", "C", "C", "C", "N", "H", "H", "H", "H", "C", "C", "C", "C", "C", "C", "C", "C", "C", "C", "C", "C", "O", "H", "H", "H", "H", "H", "H", "H", "H", "H", "H", "H", "H", "H", "H", "H", "H", "H", "C", "N", "C", "S", "N", "C", "H", "H", "H", "H", "H", "H", "H", "H", "C", "C", "C", "O", "C", "H", "H", "H", "H", "H", "H", "H", "H"],
  "xyz": [[-0.362, -0.322, -0.158], [0.574, 2.505, 0.704], [-0.222, 1.462, 1.255], [-1.615, 1.402, 0.875], [-2.158, 2.494, 0.148], [-1.363, 3.516, -0.312], [0.022, 3.487, -0.085], [1.611, 2.581, 1.008], [0.111, 1.055, 2.215], [-2.308, 0.866, 1.538], [-3.232, 2.559, 0.042], [-1.812, 4.378, -0.780], [0.637, 4.291, -0.458], [2.704, -2.354, 1.445], [1.809, -1.945, 0.750], [1.005, -0.945, 1.074], [1.534, -2.444, -0.628], [2.346, -3.393, -1.229], [2.154, -3.709, -2.561], [1.120, -3.054, -3.238], [0.324, -2.149, -2.578], [0.498, -1.807, -1.270], [3.122, -3.842, -0.632], [2.776, -4.429, -3.065], [0.939, -3.266, -4.279], [-0.492, -1.656, -3.100], [-2.691, -0.252, 4.264], [-2.226, -1.610, 3.722], [-0.728, -1.653, 3.458], [-3.097, -2.010, 2.550], [-4.339, -2.521, 2.921], [-5.274, -2.948, 2.004], [-4.941, -2.935, 0.661], [-3.719, -2.450, 0.238], [-3.347, -2.629, -1.214], [-3.082, -1.297, -1.917], [-2.180, -3.619, -1.301], [-2.791, -1.914, 1.172], [-1.663, -1.352, 0.679], [-2.275, -0.068, 5.250], [-3.775, -0.235, 4.345], [-2.383, 0.567, 3.617], [-2.428, -2.348, 4.506], [-0.436, -0.918, 2.706], [-0.429, -2.645, 3.126], [-0.186, -1.437, 4.375], [-4.554, -2.610, 3.976], [-6.232, -3.318, 2.331], [-5.632, -3.338, -0.063], [-4.200, -3.087, -1.723], [-2.258, -0.729, -1.405], [-3.990, -0.695, -1.903], [-2.813, -1.469, -2.958], [-1.306, -3.251, -0.754], [-1.906, -3.819, -2.336], [-2.472, -4.564, -0.846], [4.489, 0.872, 0.968], [4.401, 1.721, -0.200], [3.484, 1.619, -1.147], [2.262, 0.413, -1.084], [3.545, 2.400, -2.227], [4.614, 3.329, -2.531], [5.522, 0.844, 1.307], [4.168, -0.144, 0.731], [3.866, 1.253, 1.781], [5.166, 2.369, -0.342], [2.886, 2.210, -2.965], [4.640, 4.135, -1.797], [4.428, 3.763, -3.509], [5.585, 2.829, -2.561], [-1.318, 2.869, -3.480], [0.184, 2.591, -3.651], [0.254, 1.084, -3.433], [-0.693, 0.855, -2.361], [-1.851, 1.562, -2.869], [-1.801, 3.078, -4.431], [-1.486, 3.716, -2.824], [0.768, 3.110, -2.888], [0.550, 2.877, -4.630], [1.230, 0.703, -3.133], [-0.096, 0.548, -4.323], [-2.567, 1.705, -2.061], [-2.294, 0.943, -3.656]],
  "atomic_forces_ev_per_a": [[-1.68, -0.19, 0.69], [-0.01, 0.19, -0.23], [-0.73, 0.27, 0.77], [0.32, 1.19, 0.75], [0.05, 0.07, 0.08], [-0.13, -0.30, 0.22], [0.00, -0.26, 0.11], [-0.05, -0.10, -0.06], [-0.05, -0.22, -0.48], [0.28, -0.13, -0.57], [-0.09, -0.02, -0.03], [-0.04, 0.05, -0.09], [0.10, 0.11, 0.05], [-0.73, 0.26, -0.49], [0.79, -0.48, 0.34], [-0.10, 0.34, 0.91], [-0.28, -0.06, -0.67], [-0.25, 0.18, 0.30], [-0.62, 0.48, 0.02], [0.34, -0.33, 0.12], [-0.40, 0.57, 0.30], [1.96, -1.99, -1.41], [0.11, -0.02, 0.10], [0.11, -0.10, -0.06], [-0.11, 0.04, -0.09], [0.14, -0.03, 0.19], [0.03, -0.25, 0.06], [0.21, 0.23, 0.03], [-0.20, 0.21, 0.02], [0.57, 0.14, -0.12], [-0.11, -0.12, -0.25], [0.17, 0.09, 0.07], [0.08, 0.06, 0.12], [0.34, 0.15, -0.26], [0.28, 0.17, -0.02], [0.12, -0.13, 0.32], [-0.05, -0.01, 0.12], [-2.11, -0.95, 0.63], [2.28, 1.44, -1.01], [0.10, 0.04, 0.11], [-0.06, 0.11, 0.05], [0.04, 0.12, -0.12], [-0.07, 0.04, -0.11], [0.00, -0.22, 0.38], [0.13, -0.03, -0.14], [0.07, 0.04, 0.07], [-0.01, 0.08, 0.09], [-0.12, -0.09, 0.04], [-0.02, -0.01, -0.14], [0.03, 0.07, 0.08], [-0.82, -0.26, -0.72], [0.10, 0.22, 0.07], [0.18, 0.12, -0.07], [-0.23, -0.23, -0.16], [0.06, 0.00, -0.09], [0.00, -0.06, -0.01], [-0.13, -0.40, 0.57], [0.21, 0.33, -0.42], [-0.41, 0.29, -0.18], [0.45, -0.50, -0.15], [0.01, 0.01, -0.06], [0.24, 0.18, 0.11], [-0.01, 0.05, -0.04], [0.07, 0.17, 0.02], [0.05, -0.04, -0.06], [-0.12, -0.03, -0.04], [-0.03, -0.09, 0.24], [0.06, 0.06, -0.01], [0.00, 0.01, 0.04], [0.00, -0.01, 0.00], [0.02, -0.11, 0.17], [-0.07, -0.34, 0.04], [0.59, 0.07, -0.29], [0.17, -0.30, 0.53], [-0.65, 0.27, -0.06], [-0.05, -0.05, -0.01], [-0.06, 0.03, -0.04], [-0.01, -0.03, 0.02], [0.08, 0.03, -0.14], [-0.35, 0.03, -0.12], [-0.07, 0.01, 0.08], [0.13, -0.11, -0.18], [-0.02, -0.03, 0.19]],
  "lowdin_charge": [1.71, -0.09, -0.25, -0.18, -0.07, -0.07, -0.05, 0.11, 0.12, 0.11, 0.13, 0.12, 0.12, 0.17, -0.57, -0.27, -0.20, 0.05, 0.03, 0.00, -0.10, -0.12, 0.14, 0.13, 0.13, 0.11, -0.03, -0.36, -0.05, -0.10, -0.02, -0.03, -0.01, -0.13, -0.34, -0.05, -0.04, -0.18, -0.24, 0.09, 0.09, 0.06, 0.14, 0.03, 0.10, 0.10, 0.13, 0.12, 0.12, 0.14, 0.02, 0.11, 0.09, 0.06, 0.08, 0.10, -0.05, 0.00, -0.69, 0.85, -0.03, -0.04, 0.10, 0.06, 0.10, 0.14, 0.11, 0.10, 0.10, 0.10, -0.11, -0.13, -0.23, -0.29, -0.17, 0.13, 0.09, 0.10, 0.13, 0.02, 0.14, 0.10, 0.13],
  "total_energy_ev": -58151.5677,
  "charge": 2,
  "lumo_energy_ev": [-7.237, -7.584],
  "max_force_ev_per_a": 3.130,
  "gap_ev": [6.32, 5.98]
}